DFT (ωB97M-V with the def2-TZVPD basis set) results for a cluster of 2 separate species, C4H12N2S in total.

Values from the calculation:
Net charge: -1
ΔE to the lowest compared entry with this formula, charge and spin: 0.00 kcal/mol
Frontier orbital gap (alpha / beta): 0.08156 / 0.32155 hartree
2S+1: 2

The geometry in XYZ format:
```
19
Properties=species:S:1:pos:R:3:forces:R:3:nbo_charge:R:1
N 1.382 0.229 -2.848 -0.029 -0.004 -0.176 -0.9526
C 0.856 -0.999 -2.699 0.061 -0.188 0.278 -0.1617
N 1.062 -1.772 -1.697 -0.026 0.068 0.071 -0.8220
H 1.818 0.701 -2.074 0.012 -0.028 0.015 0.3792
H 1.028 0.788 -3.622 -0.003 0.075 0.036 0.2663
H 0.238 -1.306 -3.537 -0.054 0.101 -0.173 0.0999
H 0.541 -2.634 -1.854 0.052 -0.046 -0.015 0.3244
C -2.050 1.018 1.859 0.138 -0.115 -0.297 -0.6292
C -0.607 0.651 2.196 -0.225 0.067 0.044 -0.4072
C 0.133 0.132 0.979 0.380 -0.067 -0.154 -0.5339
S 1.758 -0.572 1.432 -0.044 0.015 0.122 -0.1638
H -2.571 1.430 2.718 -0.105 0.068 0.132 0.1933
H -2.597 0.137 1.509 0.005 0.054 0.064 0.2008
H -2.082 1.750 1.048 -0.017 0.019 0.059 0.2018
H -0.096 1.529 2.595 0.098 0.042 0.005 0.1904
H -0.595 -0.095 2.993 0.017 -0.114 -0.006 0.1946
H 0.305 0.934 0.259 -0.133 0.022 0.009 0.2016
H -0.415 -0.650 0.456 -0.107 -0.005 0.078 0.2246
H 1.890 -1.273 0.287 -0.022 0.036 -0.091 0.1935
```
Positions in Å, forces in eV/Å.

=====

DFT (ωB97M-V with the def2-TZVPD basis set) results for a structure of composition C32H20AgCl5N2O4PS.

Values from the calculation:
Net charge: -1
ΔE to the lowest compared entry with this formula, charge and spin: 73.25 kcal/mol
Frontier orbital gap: 0.27011 hartree
2S+1: 1

The geometry in XYZ format:
```
66
Properties=species:S:1:pos:R:3:forces:R:3:nbo_charge:R:1
Ag 0.153 1.858 0.207 -0.496 0.999 0.237 0.7403
Cl -1.522 4.992 1.283 -0.254 0.038 -0.083 -0.0222
C 0.204 4.920 1.457 0.230 -0.188 -0.327 -0.0828
C 0.898 3.912 0.784 0.364 0.036 0.440 -0.4095
C 2.295 4.029 0.920 -0.402 0.200 0.056 -0.0805
Cl 3.324 2.951 0.047 0.121 -0.157 -0.111 0.0246
C 2.927 4.996 1.701 -0.067 0.002 -0.051 -0.1001
Cl 4.647 5.052 1.833 0.149 0.020 0.039 0.0190
C 2.169 5.943 2.378 -0.026 -0.071 -0.075 -0.0923
Cl 2.929 7.142 3.357 0.035 0.082 0.055 0.0197
C 0.790 5.920 2.232 0.022 -0.021 -0.028 -0.1048
Cl -0.161 7.140 3.004 -0.058 0.070 0.077 0.0102
O -3.398 2.773 1.476 -0.094 0.284 0.359 -0.5034
N -3.355 1.543 0.928 0.076 -0.351 0.146 -0.0639
C -4.206 1.234 0.047 -0.120 0.152 -0.135 -0.0100
C -4.190 -0.108 -0.542 0.566 -0.467 -0.197 -0.0965
C -5.417 -0.680 -0.891 -0.007 0.125 0.104 -0.1915
C -5.494 -1.965 -1.385 -0.143 -0.077 -0.047 -0.2371
C -4.334 -2.703 -1.562 0.044 -0.054 -0.029 -0.1451
C -3.111 -2.142 -1.250 -0.067 0.062 0.083 -0.2297
C -3.003 -0.846 -0.738 -0.463 0.414 0.044 -0.2490
P -1.223 -0.299 -0.443 -0.844 -0.372 -0.194 0.8136
C -0.790 -0.623 -2.224 0.458 -0.025 0.205 -0.4093
C -0.114 -1.657 -2.868 -0.101 0.136 0.003 0.3796
C 0.205 -1.558 -4.218 0.041 -0.076 -0.035 -0.3001
C -0.136 -0.434 -4.947 0.048 -0.043 0.016 -0.1918
C -0.824 0.598 -4.331 -0.085 0.047 -0.062 -0.2260
C -1.139 0.491 -2.989 0.089 -0.043 0.064 -0.1678
C -0.989 -1.584 0.866 0.334 0.070 0.066 -0.3392
C -0.182 -2.715 0.889 0.025 0.027 -0.089 -0.2312
C -0.015 -3.433 2.066 -0.010 -0.047 0.007 -0.2025
C -0.651 -3.039 3.230 0.039 -0.056 0.030 -0.2100
C -1.470 -1.921 3.214 -0.069 0.024 0.004 -0.2207
C -1.639 -1.202 2.044 0.087 -0.004 -0.123 -0.1483
H -4.018 3.356 1.004 -0.086 -0.147 -0.163 0.4382
H -4.992 1.932 -0.264 0.023 0.018 0.020 0.1572
H -6.327 -0.113 -0.731 0.014 0.046 -0.028 0.2041
H -6.456 -2.400 -1.622 -0.016 0.030 -0.014 0.2068
H -4.387 -3.715 -1.945 0.031 -0.002 -0.002 0.1999
H -2.204 -2.718 -1.392 -0.054 -0.061 -0.015 0.2239
H 0.765 -3.350 -2.724 0.001 0.015 -0.030 0.4804
H 0.742 -2.372 -4.694 0.000 0.005 0.019 0.1960
H 0.156 -0.363 -5.987 -0.038 0.000 -0.014 0.2083
H -1.087 1.488 -4.888 -0.018 0.015 0.041 0.2119
H -1.640 1.312 -2.484 0.025 0.057 -0.072 0.2221
H 0.343 -3.033 0.004 0.027 0.084 -0.051 0.2359
H 0.646 -4.291 2.070 -0.027 -0.017 0.000 0.2041
H -0.495 -3.589 4.149 0.001 0.006 0.010 0.2055
H -1.955 -1.588 4.123 -0.017 0.011 -0.016 0.2097
H -2.249 -0.308 2.037 -0.035 0.071 0.096 0.2288
O 2.588 0.116 3.308 0.107 -0.013 -0.175 -0.6343
C 2.564 -0.096 2.103 0.195 0.055 0.366 0.6258
N 1.601 0.275 1.236 -0.402 -0.243 -0.254 -0.9624
S 1.728 -0.350 -0.271 1.118 -0.658 0.320 1.3855
O 1.905 0.705 -1.296 0.054 0.120 -0.540 -1.0048
O 0.227 -2.780 -2.166 -0.056 -0.016 0.086 -0.6921
C 3.374 -1.039 0.051 -0.303 -0.137 0.202 -0.1536
C 4.244 -1.678 -0.809 -0.007 0.023 -0.148 -0.2361
C 5.462 -2.111 -0.298 -0.049 0.032 -0.053 -0.2190
C 5.766 -1.921 1.047 0.039 -0.024 0.055 -0.2185
C 4.867 -1.298 1.902 -0.002 -0.018 0.085 -0.1723
C 3.661 -0.855 1.389 0.061 -0.002 -0.194 -0.1409
H 3.995 -1.803 -1.857 0.023 -0.008 0.006 0.2129
H 6.182 -2.590 -0.951 0.000 -0.005 0.007 0.2034
H 6.723 -2.259 1.427 -0.008 -0.013 0.008 0.2039
H 5.091 -1.152 2.951 -0.023 0.039 0.005 0.2283
```
Positions in Å, forces in eV/Å.

=====

> The highest ΔE to the lowest compared entry with this formula, charge and spin belongs to which entry?

C32H20AgCl5N2O4PS

=====

> Number 1 is which compound?

C4H12N2S